# 1
{"formula": "C50H43IrN6O4S3", "method": "wB97M-V/def2-TZVPD", "elements": ["H", "C", "C", "C", "C", "N", "C", "H", "H", "H", "H", "N", "C", "H", "C", "C", "H", "H", "C", "H", "H", "N", "H", "H", "H", "C", "C", "O", "H", "O", "C", "C", "C", "C", "H", "C", "C", "C", "C", "H", "C", "H", "C", "C", "C", "O", "H", "C", "C", "C", "C", "S", "H", "C", "C", "H", "H", "H", "O", "H", "H", "C", "H", "S", "H", "C", "N", "H", "H", "H", "H", "S", "Ir", "H", "C", "C", "C", "C", "H", "H", "H", "C", "H", "C", "N", "C", "C", "H", "H", "H", "H", "C", "C", "C", "C", "H", "C", "C", "C", "H", "C", "H", "C", "N", "H", "C", "C"], "coordinates": [[-0.624, -2.564, -5.720], [-0.165, 4.009, -3.365], [5.556, -0.805, -0.699], [1.855, -6.093, -1.918], [1.261, 1.445, -4.148], [2.344, 0.402, 0.755], [2.592, 0.364, 2.071], [-3.270, -3.126, -0.878], [1.686, -1.232, -2.328], [1.437, -3.425, -6.763], [3.616, 1.543, -7.157], [-1.357, -1.948, -1.855], [4.582, -0.279, 0.325], [2.391, -6.981, -2.223], [2.510, -5.105, -1.196], [2.619, 1.621, -3.928], [-4.414, 0.963, 4.997], [-2.365, 2.061, -1.626], [-5.493, 0.476, 1.811], [-1.244, -4.734, -2.076], [2.327, -3.188, -0.235], [5.950, 0.090, -1.642], [-2.219, 0.797, 3.858], [1.760, 0.601, 2.721], [-4.221, 0.218, 0.100], [0.421, -1.851, -3.967], [-0.191, -4.833, -1.849], [6.088, -0.212, -3.923], [0.775, 3.943, -3.896], [-1.689, 0.264, -0.025], [1.584, 1.351, -6.509], [-3.398, -3.750, 2.453], [-4.365, 0.800, 3.929], [-0.738, 2.895, -2.768], [-4.393, -4.139, -5.035], [-2.925, -0.550, -5.005], [-2.096, -3.418, 2.806], [-3.992, -0.864, -5.833], [-2.918, -2.846, -4.186], [-2.557, 6.247, -2.526], [-1.645, -2.904, 0.521], [-0.341, 1.193, -5.572], [-2.408, -1.552, -4.194], [3.335, 0.120, -0.110], [4.831, -0.357, 1.692], [-0.692, 0.476, 1.878], [7.191, -1.282, -2.518], [-3.821, -3.653, 1.132], [3.832, 0.016, 2.572], [0.324, -2.465, -5.210], [0.509, -5.961, -2.241], [0.161, 1.381, -2.773], [5.787, -0.714, 2.054], [2.707, -2.800, -5.149], [3.467, 1.650, -5.024], [3.089, 0.170, -1.158], [-4.837, -3.908, 0.867], [-6.493, 0.760, 3.686], [5.862, -1.976, -0.679], [3.607, -3.175, -5.619], [-0.182, -2.742, 2.097], [-2.943, -3.227, 0.149], [-4.090, -4.087, 3.213], [-1.018, -1.206, -3.182], [-2.497, -3.605, -3.543], [-2.040, 5.299, -2.592], [-1.014, 0.349, -3.090], [1.192, 1.256, -7.512], [0.002, -6.743, -2.789], [3.555, -5.209, -0.939], [-6.413, 0.388, 1.250], [-0.425, -2.414, -0.658], [0.381, 0.364, 0.137], [2.998, 1.731, -2.922], [-3.139, 0.707, 3.297], [-0.835, 5.221, -3.274], [2.786, -2.180, -3.907], [0.724, 1.314, -5.426], [-4.421, -0.099, -6.465], [-5.344, -2.387, -6.495], [3.741, -2.061, -3.413], [6.835, -0.272, -2.715], [-3.536, 4.241, -1.470], [-1.823, 0.414, 1.246], [1.036, 1.167, -1.514], [2.951, 1.515, -6.305], [-1.944, 2.951, -2.074], [4.531, 1.766, -4.870], [3.989, 0.001, 3.641], [5.755, 1.066, -1.486], [6.698, -0.357, -4.656], [0.488, -3.848, -1.139], [-4.512, -2.152, -5.845], [-1.202, -2.995, 1.837], [-5.535, 0.685, 3.187], [-0.413, 6.100, -3.741], [-3.097, 0.503, 1.914], [-2.593, 4.170, -1.994], [1.829, -3.967, -0.794], [-2.528, 0.454, -4.970], [1.636, -1.705, -3.302], [7.678, 0.421, -2.746], [-3.979, -3.141, -5.024], [0.670, -1.503, -0.041], [-1.775, -3.495, 3.835], [1.488, -2.944, -5.795], [-4.275, 0.384, 1.168]], "forces_ev_per_angstrom": [[-0.0120, -0.0062, 0.0073], [0.0399, 0.0427, 0.0027], [-0.0898, -0.0313, -0.1101], [0.0275, -0.0323, -0.0103], [-0.1112, -0.0826, -0.0801], [0.0273, -0.2108, -0.1662], [-0.0493, 0.1023, 0.0309], [0.0116, -0.0114, 0.0139], [0.0035, 0.0126, -0.0128], [-0.0025, -0.0059, 0.0048], [0.0034, 0.0025, 0.0010], [0.0679, -0.1158, -0.0642], [-0.0605, 0.0490, -0.0794], [0.0058, 0.0043, 0.0042], [-0.0264, 0.0576, 0.0222], [0.0245, -0.0245, 0.0796], [-0.0011, 0.0039, 0.0006], [-0.0158, -0.0219, 0.0265], [-0.0084, -0.0101, -0.0088], [-0.0184, -0.0006, 0.0155], [-0.0077, -0.0251, -0.0058], [0.0533, 0.0663, 0.1212], [0.0049, 0.0039, -0.0004], [0.0003, -0.0187, 0.0286], [0.0092, 0.0084, -0.0071], [0.0158, 0.0032, 0.0307], [0.0359, -0.0300, 0.0277], [-0.0249, 0.0024, -0.0050], [-0.0086, 0.0068, 0.0030], [-0.0214, 0.1986, 0.0272], [0.0011, -0.0092, 0.0225], [0.0023, 0.0201, -0.0119], [0.0087, -0.0076, -0.0028], [0.0395, 0.0014, -0.0045], [-0.0005, 0.0001, -0.0012], [-0.0149, 0.0195, 0.0001], [-0.0245, -0.0025, 0.0007], [-0.0046, -0.0094, -0.0007], [-0.0008, -0.0294, -0.0038], [-0.0015, -0.0014, -0.0012], [0.1076, 0.0051, 0.0614], [-0.0079, 0.0026, -0.0075], [0.0421, 0.0096, 0.0009], [0.0344, -0.0815, 0.3155], [0.0319, 0.0058, -0.0544], [0.1536, -0.2111, -0.1883], [0.0270, 0.0094, 0.0205], [0.0066, 0.0043, 0.0372], [-0.0271, 0.0110, 0.0448], [0.0152, 0.0401, -0.0556], [-0.0408, -0.0042, -0.0053], [0.2875, -0.0601, 0.2047], [0.0114, 0.0121, -0.0181], [0.0198, 0.0012, -0.0062], [0.0155, 0.0037, 0.0017], [-0.0363, -0.0019, -0.0684], [0.0006, -0.0026, -0.0037], [0.0007, 0.0040, 0.0012], [-0.0033, -0.0210, 0.0353], [0.0068, 0.0068, 0.0059], [-0.0076, -0.0045, -0.0004], [-0.0486, 0.0654, -0.0926], [-0.0028, 0.0001, -0.0015], [-0.0489, 0.1454, -0.0769], [0.0066, -0.0009, -0.0046], [-0.0010, -0.0096, 0.0060], [-0.0413, -0.0969, -0.0478], [-0.0075, 0.0003, 0.0035], [-0.0001, -0.0001, -0.0009], [0.0203, -0.0406, -0.0076], [-0.0007, 0.0054, 0.0000], [-0.0958, -0.3457, 0.2306], [0.4081, 0.8503, -0.0686], [-0.0052, 0.0057, -0.0289], [-0.0058, -0.0132, -0.0141], [-0.0035, -0.0031, 0.0041], [-0.0218, 0.0098, -0.0039], [0.0290, 0.0336, -0.0003], [0.0004, -0.0002, 0.0003], [0.0001, -0.0010, 0.0005], [0.0289, -0.0095, -0.0059], [0.0024, -0.0375, -0.0054], [-0.0003, 0.0012, -0.0009], [-0.0214, -0.1101, 0.0161], [-0.5122, -0.1528, 0.1354], [-0.0081, 0.0060, -0.0304], [0.0152, -0.0259, -0.0294], [-0.0046, -0.0033, -0.0057], [-0.0082, 0.0024, -0.0037], [0.0352, -0.0061, -0.0090], [-0.0019, -0.0094, -0.0257], [-0.0831, -0.0326, -0.0081], [0.0066, 0.0039, 0.0047], [0.0468, -0.0080, -0.0092], [-0.0089, -0.0067, 0.0078], [-0.0010, -0.0004, 0.0045], [-0.0690, -0.0234, -0.0106], [-0.0093, 0.0016, 0.0019], [-0.0056, 0.0285, -0.0122], [-0.0009, -0.0097, -0.0017], [0.0412, 0.0039, -0.0138], [-0.0192, 0.0228, -0.0068], [0.0021, 0.0097, 0.0010], [-0.1147, 0.1049, -0.1346], [0.0046, -0.0011, 0.0001], [-0.0296, 0.0129, -0.0013], [0.0181, -0.0138, 0.0295]], "multiplicity": 2, "charge": 3, "e_homo_ha": [-0.5836, -0.5887], "orbital_gap_ha": [0.2682, 0.2475], "energy_ha": -3858.4549}

# 2
{"formula": "C6H17N2", "method": "wB97M-V/def2-TZVPD", "elements": ["H", "H", "H", "H", "H", "H", "H", "H", "H", "N", "H", "C", "H", "C", "C", "C", "H", "C", "H", "C", "H", "H", "H", "H", "N"], "coordinates": [[2.862, -1.706, -1.365], [0.141, -1.960, 1.088], [-2.776, -0.032, -0.300], [-2.014, 1.472, 1.622], [0.822, -0.742, 2.185], [0.743, 0.031, -1.950], [-1.321, -0.013, 2.227], [-0.326, 1.450, 2.087], [3.013, -0.083, -1.623], [0.629, -0.125, 0.163], [-1.810, -1.412, 0.171], [-0.765, 0.498, 0.179], [1.282, 0.639, 0.370], [1.087, -0.668, -1.185], [0.871, -1.160, 1.185], [-1.790, -0.479, -0.384], [1.869, -1.565, 1.026], [-1.115, 0.863, 1.620], [-1.617, -0.693, -1.435], [-0.716, 1.777, -0.656], [0.592, -1.631, -1.319], [-0.581, 1.584, -1.717], [0.074, 2.443, -0.314], [-1.658, 2.307, -0.551], [2.503, -0.796, -1.123]], "forces_ev_per_angstrom": [[0.9210, -2.6528, 0.3501], [0.0426, 0.0126, -0.0523], [-0.0430, 0.0732, 0.0010], [-0.0449, 0.0312, -0.1101], [-0.0442, 0.1583, -0.0683], [0.7264, 0.2470, -0.1422], [0.0105, -0.0833, 0.0995], [0.0961, 0.0915, 0.0982], [1.3878, 2.6168, -0.2900], [0.3291, -0.0120, -0.1545], [-0.0523, -0.1378, 0.0622], [-0.9052, 0.4648, -0.1872], [0.0207, 0.3038, -0.1016], [-1.8889, 0.2879, 1.3670], [0.0380, -0.6118, 0.6020], [0.2851, -0.0610, 0.0635], [-0.0149, -0.0920, 0.0713], [0.1819, -0.1641, -0.0079], [-0.0104, -0.0333, -0.1865], [0.1330, -0.1366, 0.0113], [0.3893, -0.1661, 0.0713], [0.0534, 0.0140, -0.1343], [0.0877, 0.0916, -0.0008], [-0.0951, -0.0329, 0.0446], [-1.6036, -0.2090, -1.4065]], "multiplicity": 3, "charge": 1, "e_homo_ha": [-0.2751, -0.6096], "orbital_gap_ha": [0.1761, 0.2911], "energy_ha": -347.8325}

# 3
{"formula": "C22H66O11", "method": "wB97M-V/def2-TZVPD", "elements": ["H", "O", "H", "H", "C", "H", "H", "H", "H", "H", "C", "H", "C", "H", "H", "H", "C", "O", "H", "H", "C", "H", "H", "H", "C", "C", "O", "H", "H", "H", "H", "C", "H", "H", "H", "H", "H", "H", "H", "C", "H", "H", "H", "H", "H", "H", "H", "H", "C", "H", "H", "H", "C", "C", "H", "H", "C", "H", "H", "O", "H", "H", "O", "C", "C", "C", "C", "H", "H", "H", "C", "O", "C", "O", "H", "O", "H", "O", "H", "H", "H", "H", "C", "H", "H", "H", "O", "H", "C", "H", "H", "H", "H", "O", "H", "H", "H", "C", "H"], "coordinates": [[-5.504, -0.592, 0.264], [-5.890, -1.417, -0.040], [0.809, -5.004, -2.136], [7.090, -2.574, -0.752], [5.731, 3.162, -3.647], [-1.397, 0.279, -6.853], [0.462, -1.480, 5.065], [-4.772, 7.464, 3.717], [-7.105, -0.837, -1.650], [4.685, -3.737, -1.428], [5.589, -3.892, -0.840], [-0.867, -6.913, -2.682], [-0.563, 0.052, -0.364], [4.030, 1.651, -3.863], [0.168, 3.023, 3.094], [4.798, 0.760, 3.595], [-0.142, 4.039, 3.338], [0.545, 0.037, -7.516], [-0.237, 5.993, 2.410], [-4.689, 6.203, 1.476], [-6.103, -1.199, -1.418], [6.798, -0.017, 2.285], [4.752, 2.234, 2.749], [0.159, 0.535, -2.314], [0.011, -0.346, -1.689], [-1.359, -1.303, -8.476], [-0.659, -6.715, -4.714], [-2.032, 1.055, 0.229], [-1.913, -2.191, -8.173], [6.130, 4.668, -4.733], [-6.405, 5.307, 3.863], [0.061, 4.974, 2.164], [5.092, -4.136, 1.376], [-6.489, -3.251, -1.900], [-4.798, -2.852, -2.072], [-4.540, 0.632, 6.459], [4.847, -5.573, 0.378], [-5.355, 4.645, 1.553], [-3.222, 1.392, 5.643], [4.231, 2.722, -3.862], [1.600, -1.992, 3.260], [1.903, -1.910, 5.687], [-5.496, 1.599, 4.785], [3.546, 3.141, -3.126], [-5.484, -0.367, -1.752], [1.051, -4.484, 5.795], [-1.944, -0.635, -9.109], [-6.379, 6.047, 1.077], [0.519, -3.535, 5.858], [0.218, 0.262, 0.366], [-1.384, -5.324, -3.395], [0.943, -0.889, -1.535], [1.099, -2.363, 5.105], [5.428, -4.657, 0.480], [1.545, -6.366, -2.940], [-5.581, -0.119, 4.380], [5.022, 1.186, 2.617], [-3.529, 1.656, 3.499], [1.130, 5.016, 1.957], [-1.539, 3.973, 3.514], [-0.593, -1.688, -9.148], [-6.564, 6.919, 3.220], [-4.143, 0.957, 3.263], [-0.638, -6.118, -3.392], [-4.915, 0.741, 4.449], [0.748, -5.627, -3.029], [-5.922, 6.038, 3.215], [-3.390, -0.421, 5.485], [6.676, 1.294, 1.197], [6.444, -4.975, 0.715], [-5.607, 5.685, 1.757], [6.141, -2.634, -0.624], [-3.898, 0.539, 5.583], [-1.406, 1.132, -0.495], [6.451, 2.667, -4.298], [-4.799, 6.520, 3.892], [7.167, 1.661, 2.828], [4.299, 0.378, 1.750], [1.255, -0.609, -7.493], [6.053, 2.954, -2.626], [-1.502, -7.171, -4.775], [-0.421, 4.530, 1.293], [6.500, 1.031, 2.240], [-0.478, -3.779, 5.490], [0.393, 4.409, 4.213], [-5.963, -2.300, -3.291], [6.031, 4.528, -3.789], [1.105, -4.909, -3.768], [-0.768, -0.480, -7.319], [-0.562, -1.289, -6.618], [-1.023, -0.797, 0.142], [-1.902, 4.803, 3.831], [3.926, 3.149, -4.817], [1.494, -2.764, 3.820], [-0.595, -0.987, -2.328], [4.834, -0.176, 1.178], [6.243, -4.439, -1.520], [-5.806, -2.466, -2.225], [0.519, -3.341, 6.930]], "forces_ev_per_angstrom": [[-0.0067, -0.1345, 0.5355], [-0.0405, 0.1820, 0.0463], [-0.5828, -0.3286, 0.3908], [-0.0906, -0.4344, -0.0311], [-0.2470, -1.0134, 0.8512], [0.0885, -0.0133, -0.4173], [-0.9444, -0.3135, -0.1748], [0.3239, -0.0699, 0.1256], [-0.4526, -0.2978, 0.2817], [-0.3763, -0.0449, 0.3941], [-0.1883, -0.5427, -0.1006], [-0.5244, 0.1508, 0.2179], [1.0002, -1.4379, 0.7547], [0.5236, -0.0481, -0.1075], [0.1568, 0.0756, 0.1119], [0.5334, 0.0621, 0.4994], [-0.5070, 0.7952, -0.8396], [-0.1291, 1.6432, -0.8176], [-0.3713, -0.0999, -0.2026], [-0.0100, 0.3053, 0.1039], [0.4181, -0.0505, -1.0688], [0.0533, -0.0454, 0.4482], [-0.4979, 0.1261, -1.0586], [0.4373, 0.1646, 0.2178], [0.3675, -0.2029, -0.7171], [0.0390, 1.2481, -0.9528], [0.3968, 0.3548, 0.5393], [-0.2331, 0.4205, -0.0146], [-0.2946, 0.3860, 0.2972], [-0.0341, 0.4051, -0.0288], [0.1291, -0.4208, -0.4578], [1.4430, -0.5590, 0.0459], [-0.3279, 0.5049, -0.5007], [-0.0742, -0.0595, -0.0480], [0.0794, 0.2617, 0.0701], [0.4437, -0.5812, 0.6301], [-0.1291, 0.0495, -0.1576], [-0.4109, -0.1531, 0.1949], [0.2430, -0.1399, -0.2077], [0.8628, 1.0537, -0.2639], [0.0809, 0.0540, -0.0190], [0.8450, -0.4615, 0.0034], [-0.3348, 0.3021, -0.6786], [0.3131, 0.2149, 0.2100], [0.4249, -0.0605, -0.1556], [0.5869, 0.2780, -0.5080], [-0.4292, -0.3144, -0.1208], [-0.1256, -0.3050, 0.0307], [-0.4706, -0.2949, 0.2339], [0.6343, 0.4670, -0.2042], [0.0848, 0.1068, 0.4387], [0.1743, 0.1944, -0.1218], [0.3999, 0.5307, 0.6361], [0.7471, -0.6111, -0.2964], [-0.4270, -0.4090, -0.0764], [0.1945, 0.0321, -0.5247], [1.8122, -1.1360, 0.8101], [0.2003, 0.1749, -0.1736], [0.1820, 0.1383, -0.2480], [-0.9225, -0.9062, 0.8780], [0.4049, 0.1136, 0.2364], [-0.8650, -0.3112, -0.3445], [-1.1283, -0.1432, -0.2975], [0.4512, -0.8654, -0.2507], [1.8275, 0.1823, 0.8199], [0.6559, 1.1690, -0.6315], [-0.7606, 1.0478, -0.5019], [0.0966, 0.1971, 0.2879], [-0.2955, 0.3389, -0.1264], [0.0907, -0.1940, 0.2722], [0.3129, -0.1738, 0.0378], [0.2144, 1.7842, 0.3756], [-1.4522, 0.0631, 0.0527], [-1.2736, 0.8298, 0.0371], [-0.4126, -0.7695, -0.1395], [1.4773, 0.0438, 0.8204], [0.0352, -0.1934, 0.1661], [-2.0282, 0.1729, -1.0545], [-0.5384, -0.3758, 0.0587], [-0.1983, -0.3623, 0.0756], [-0.0167, -0.0626, -0.1562], [-0.2117, 0.4733, 0.0014], [0.0284, 0.3370, 0.1591], [-0.1745, 0.1819, 0.2203], [-0.0365, -0.1754, 0.2613], [-0.0148, 0.0657, 0.0004], [-0.6444, 0.7312, -0.4034], [-0.0358, -0.0983, -0.4659], [1.5412, -2.9075, 0.7386], [-0.6784, 0.2160, 0.9878], [-0.6405, -0.3009, -0.3109], [0.1277, 0.1724, -0.0167], [-0.1715, -0.2185, -0.1846], [0.1298, -0.2266, -0.4220], [-0.4826, -0.1306, 0.4010], [0.3318, 0.2603, 0.1239], [0.0333, -0.4454, 0.0862], [-0.3099, 0.1072, 0.3783], [-0.4259, 0.2741, 0.0043]], "charge": 0, "e_homo_ha": -0.3643, "orbital_gap_ha": 0.3774, "energy_ha": -1705.2018}

# 4
{"formula": "C2H4ClF", "method": "wB97M-V/def2-TZVPD", "elements": ["C", "H", "C", "F", "H", "H", "Cl", "H"], "coordinates": [[0.555, -0.763, 0.093], [0.341, -0.628, 1.147], [0.509, 0.244, -0.763], [-1.031, -2.726, 1.007], [0.722, 0.152, -1.822], [-0.719, -1.829, 0.984], [0.102, 1.865, -0.299], [0.822, -1.751, -0.266]], "forces_ev_per_angstrom": [[0.3364, 0.1692, -0.5416], [0.2648, 0.2907, 0.0627], [-0.0845, 0.1509, 0.1535], [0.0797, 0.7049, 0.1821], [0.0092, -0.0476, 0.1464], [-0.6694, -1.2477, -0.0304], [0.0207, -0.1923, -0.0358], [0.0431, 0.1719, 0.0631]], "charge": 0, "e_homo_ha": -0.3818, "orbital_gap_ha": 0.4141, "energy_ha": -638.6252}